29
Properties=species:S:1:pos:R:3:lowdin_charge:R:1 method="wB97M-V/def2-TZVPD" smiles=N[C@H]1C[C@@H]1c1ccc(-c2cccc(O)c2)s1 charge=0
O -2.719 2.964 -3.026 0.048
S -0.602 -0.527 0.335 1.095
C 1.883 -0.021 -0.342 -0.086
C 1.951 -0.781 0.892 -0.104
C 0.574 0.181 -0.738 -0.470
C 0.716 -1.158 1.330 -0.480
C 0.540 1.779 -4.115 -0.081
C -0.666 2.460 -4.180 -0.027
C 0.892 0.995 -3.038 -0.064
C -1.167 1.480 -1.974 0.027
C -1.524 2.314 -3.086 -0.291
C 0.091 0.883 -1.938 -0.264
N -1.402 -2.883 3.924 0.029
C 0.604 -1.477 3.981 -0.077
C 0.507 -2.007 2.556 -0.249
C -0.748 -1.720 3.375 -0.364
H -2.787 3.597 -3.751 0.105
H 2.734 0.334 -0.825 0.086
H 2.876 -1.071 1.394 0.117
H 1.260 1.880 -4.891 0.097
H -0.889 3.126 -5.004 0.110
H 1.882 0.523 -3.024 0.118
H -1.822 1.540 -1.131 0.098
H -2.395 -2.681 4.041 0.071
H -1.010 -3.190 4.824 0.076
H 0.940 -0.421 4.137 0.119
H 0.927 -2.160 4.765 0.098
H 0.701 -3.083 2.434 0.144
H -1.348 -0.876 3.077 0.121

10
Properties=species:S:1:pos:R:3:lowdin_charge:R:1 method="wB97M-V/def2-TZVPD" smiles="C=C=O.O=CO" charge=0
C -1.192 1.280 -0.519 0.008
C 1.355 -1.225 -0.025 -0.421
C -0.647 1.459 0.632 -0.292
O 0.346 -1.653 0.710 0.084
O 1.311 -1.004 -1.200 0.063
O -0.154 1.600 1.678 0.166
H -0.448 -1.788 0.173 0.125
H -0.703 0.725 -1.287 0.049
H -2.134 1.742 -0.763 0.066
H 2.268 -1.135 0.603 0.151

96
Properties=species:S:1:pos:R:3:mulliken_spin:R:1 method="wB97M-V/def2-TZVPD" multiplicity=5 charge=+1
Fe 0.221 0.244 0.199 3.749
C -3.581 2.537 0.442 0.004
C -2.690 1.696 -0.236 0.022
N -1.539 1.605 0.416 0.059
N -1.658 2.379 1.514 0.013
C -2.874 2.949 1.553 0.002
B -0.440 2.658 2.403 -0.058
N 0.016 1.346 3.088 -0.005
C 0.143 1.095 4.397 0.006
C 0.601 -0.199 4.557 0.005
C 0.726 -0.673 3.253 0.014
N 0.376 0.261 2.369 0.053
N 0.711 3.148 1.501 0.017
C 1.427 4.280 1.589 0.002
C 2.362 4.278 0.573 0.006
C 2.133 3.068 -0.092 0.001
N 1.132 2.396 0.472 0.035
H -4.578 2.821 0.152 0.000
H -2.824 1.165 -1.163 0.001
H -3.149 3.610 2.359 0.000
H -0.705 3.491 3.225 0.000
H -0.094 1.853 5.125 0.000
H 0.802 -0.718 5.478 0.001
H 1.038 -1.648 2.915 0.003
H 1.225 5.004 2.361 0.000
H 3.095 5.034 0.349 0.001
H 2.654 2.648 -0.939 0.001
N 1.328 3.926 -3.845 0.000
C 0.899 2.911 -4.637 0.000
O 0.835 3.003 -5.844 0.000
C 0.498 1.629 -3.954 -0.001
C 0.187 0.538 -4.751 0.000
C -0.212 -0.644 -4.151 0.003
C -0.259 -0.702 -2.768 0.026
N 0.065 0.335 -1.993 0.046
C 0.412 1.480 -2.581 0.011
H 1.545 4.800 -4.294 0.000
H 1.384 3.872 -2.845 0.000
H 0.250 0.645 -5.826 0.000
H -0.483 -1.509 -4.741 0.000
H -0.587 -1.596 -2.247 0.002
H 0.595 2.297 -1.899 0.000
C 1.756 -3.169 0.550 -0.002
O 1.088 -2.103 -0.124 0.027
H 2.754 -3.336 0.139 0.001
H 1.186 -4.098 0.490 0.002
H 1.851 -2.885 1.593 0.001
H 1.135 -2.251 -1.074 -0.002
C -5.431 -0.823 -0.255 0.000
N -4.115 -1.147 -0.778 0.002
C -4.019 -1.119 -2.232 0.000
P -2.874 -1.827 0.062 0.005
O -1.566 -1.118 -0.119 -0.064
N -2.761 -3.351 -0.570 0.001
C -1.515 -4.097 -0.529 0.002
C -3.917 -4.147 -0.952 0.000
N -3.370 -1.836 1.627 0.002
C -4.141 -2.950 2.161 0.000
C -2.732 -1.006 2.642 -0.004
H -5.722 0.177 -0.585 0.000
H -5.415 -0.828 0.830 0.000
H -6.189 -1.531 -0.608 0.000
H -4.433 -0.180 -2.607 0.000
H -4.570 -1.943 -2.697 0.000
H -2.977 -1.179 -2.543 0.000
H -0.730 -3.455 -0.143 -0.001
H -1.241 -4.435 -1.535 0.000
H -1.603 -4.981 0.111 0.000
H -4.813 -3.529 -0.990 0.000
H -4.089 -4.966 -0.248 0.000
H -3.762 -4.580 -1.944 0.000
H -4.772 -3.397 1.396 0.000
H -4.795 -2.585 2.955 0.000
H -3.498 -3.730 2.581 0.000
H -2.118 -0.246 2.170 0.012
H -2.101 -1.606 3.304 0.000
H -3.494 -0.509 3.247 0.000
O 2.448 0.180 -0.234 -0.018
C 3.489 -0.400 0.033 0.020
C 3.976 -0.605 1.433 -0.003
C 4.910 0.606 1.709 -0.001
C 5.977 0.930 0.641 0.000
C 5.432 1.509 -0.682 -0.001
C 4.920 0.450 -1.680 0.001
N 4.405 -0.721 -0.941 0.001
H 4.531 -1.543 1.523 -0.001
H 3.151 -0.596 2.142 0.003
H 5.411 0.423 2.660 0.000
H 4.280 1.490 1.841 0.000
H 6.610 0.055 0.454 0.000
H 6.635 1.680 1.080 0.000
H 6.204 2.110 -1.163 0.000
H 4.615 2.187 -0.428 0.000
H 5.715 0.095 -2.333 0.000
H 4.124 0.850 -2.306 0.000
H 5.175 -1.247 -0.554 0.000

15
Properties=species:S:1:pos:R:3:lowdin_charge:R:1 method="wB97M-V/def2-TZVPD" smiles=NC(CO)CO charge=0
C -1.308 0.429 0.659 -0.244
O -2.062 -0.579 1.288 -0.071
C -0.229 -0.150 -0.275 -0.377
C 0.819 0.878 -0.606 -0.235
O 1.705 0.360 -1.597 -0.066
N 0.301 -1.372 0.343 0.045
H -1.978 1.034 0.052 0.117
H -0.830 1.065 1.416 0.119
H -1.704 -1.419 0.965 0.067
H -0.759 -0.476 -1.173 0.149
H 1.385 1.219 0.277 0.130
H 0.371 1.770 -1.055 0.124
H 2.587 0.247 -1.242 0.079
H 0.760 -1.149 1.216 0.087
H 0.941 -1.858 -0.268 0.077

The records above give, respectively, energy values of -1031.3117; -342.4039; -3684.3552; -324.9200 a.u..